Run P
11
Properties=species:S:1:pos:R:3 method="wB97M-V/def2-TZVPD" e_homo_ev=-9.1 spin_multiplicity=1
N 1.7907 -0.8309 -0.2638
N -1.4670 0.3351 0.3986
N 1.7164 -0.8189 -1.7792
N 0.4307 0.9760 1.0950
C -0.7781 1.1534 1.2787
C -0.6041 -0.4812 -0.2763
C 0.5582 -0.0369 0.1202
H -2.5570 0.4298 0.1579
H -0.6352 -1.0413 -1.1217
H 2.7921 -1.1814 -1.9218
H -1.2466 1.4965 2.3124

Run Q
11
Properties=species:S:1:pos:R:3 method="wB97M-V/def2-TZVPD" e_homo_ev="-8.7 / -8.5" spin_multiplicity=1
N -1.0492 0.1156 1.5194
N 1.7671 -0.0726 -0.6771
N -0.3518 -1.0801 -0.8496
N -1.6291 -1.1326 -0.5108
C -0.1913 0.7654 0.6045
C 0.4612 -0.1723 -0.2540
C -1.8012 -0.2809 0.5461
H 2.4428 0.1993 0.0281
H 0.1645 1.7537 0.8924
H -1.8808 0.7726 -0.0650
H 2.0680 -0.8681 -1.2339

Stability, lowest: run Q